Entry w
Formula: C4H6N4
Source: the Open Molecules 2025 dataset
Level of theory: ωB97M-V/def2-TZVPD

The geometry in XYZ format:
```
14
Properties=species:S:1:pos:R:3
N 3.05694 -0.86306 -0.16402
C 1.96177 -0.51306 -0.02147
N 0.66088 -0.33085 -0.16913
C -0.30442 -1.34328 -0.03938
C -1.63369 -0.56742 0.10442
N -1.25921 0.89668 0.18785
C -0.00948 0.95233 0.01311
N 0.68562 2.12886 -0.03492
H 0.03982 -1.93659 0.78086
H -0.46532 -2.01292 -0.87370
H -2.16260 -0.69775 -0.74209
H -2.27837 -0.73216 0.93801
H 0.08915 2.85872 -0.10827
H 1.61890 2.16050 0.12875
```

## Properties
total charge	0
SMILES string	N#CN1CCN=C1N
HOMO	-0.3353	Eh

Entry x
Formula: C4H6N4
Source: the Open Molecules 2025 dataset
Level of theory: ωB97M-V/def2-TZVPD

The geometry in XYZ format:
```
14
Properties=species:S:1:pos:R:3
C 0.12124 0.76589 -1.51497
C 0.18654 -0.06630 -0.57775
C 0.54201 -1.47264 -0.75788
N 0.85781 -2.34990 0.01428
N 0.60463 -1.99026 1.42880
C 0.01839 -0.83508 1.61831
N -0.12735 0.24569 0.62844
N -0.53917 1.59295 0.87955
H -0.34239 1.74123 -0.89949
H -0.33562 0.49529 -2.70322
H 0.61384 -1.80338 -1.83913
H -0.10772 -0.19486 2.70620
H 0.01411 2.28301 0.54691
H -1.50630 1.58835 0.46996
```

## Properties
total charge	0
SMILES string	C=C1C=NN=CN1N
HOMO	-0.3147	Eh

Tell me which of them is the least stable. Sure, it is entry x.

Entry w
Formula: C4H6N4
Source: the Open Molecules 2025 dataset
Level of theory: ωB97M-V/def2-TZVPD

The geometry in XYZ format:
```
14
Properties=species:S:1:pos:R:3
N 1.09303 0.49914 -2.08241
N 0.65831 0.05428 -0.84170
C -0.14585 -1.00950 -0.81525
C -0.95356 -1.38303 0.30303
C -0.32372 -0.87950 1.66260
N -0.11689 0.40495 1.79179
N -0.55776 1.18299 0.96607
C 0.14945 1.29042 -0.12952
H 0.07049 0.40939 -2.52820
H 1.80145 -0.29784 -2.48770
H -0.54102 -1.65866 -1.76010
H -1.49278 -2.17143 0.21382
H -0.06144 -1.61320 2.44863
H 0.32846 2.23194 -0.84782
```

## Properties
total charge	0
SMILES string	NN1C=CC=NN=C1
HOMO	-0.2991	Eh

Entry x
Formula: C4H6N4
Source: the Open Molecules 2025 dataset
Level of theory: ωB97M-V/def2-TZVPD

The geometry in XYZ format:
```
14
Properties=species:S:1:pos:R:3
C -1.14836 0.90858 -1.41571
N 0.13008 1.00234 -0.75204
C 0.76772 0.19599 -0.06984
N 1.78940 -0.14610 0.48683
C 2.07372 -0.77000 1.76632
N 1.04754 -1.73787 2.17663
C -0.02148 -1.47324 1.64351
N -0.85196 -1.09063 0.84251
H -1.53057 -0.06878 -1.51877
H -0.81001 1.07192 -2.46874
H -1.72596 1.63201 -1.02420
H 2.95458 -1.33758 1.58172
H 2.22714 0.08580 2.37514
H -1.60137 -0.46175 0.87714
```

## Properties
total charge	0
SMILES string	CN=C=NCN=C=N
HOMO	-0.3209	Eh

Entry y
Formula: C4H6N4
Source: the Open Molecules 2025 dataset
Level of theory: ωB97M-V/def2-TZVPD

The geometry in XYZ format:
```
14
Properties=species:S:1:pos:R:3
C -2.92023 0.27038 0.04595
C 0.21813 -1.31535 0.18053
C -0.34558 0.82013 0.62440
C 1.90854 0.53477 -0.37960
N -3.99074 0.41899 -0.30940
N -1.23631 -1.18750 0.17508
N -1.49795 0.11919 0.22732
N 0.80011 0.02480 0.48672
H 0.36400 -1.98319 1.03527
H 0.57759 -1.64735 -0.77929
H -0.30488 1.92099 0.45427
H 2.13040 -0.14921 -1.18134
H 1.48630 1.45727 -0.75640
H 2.81061 0.71608 0.17649
```

## Properties
total charge	0
HOMO (spin up / spin down)	-0.2923 / -0.2687	Eh

Entry z
Formula: C4H6N4
Source: the Open Molecules 2025 dataset
Level of theory: ωB97M-V/def2-TZVPD

The geometry in XYZ format:
```
14
Properties=species:S:1:pos:R:3
C -2.75367 -0.10419 0.04785
N -1.40933 0.24189 -0.30242
N -0.50851 -0.81655 -0.36153
C 0.64583 -0.37123 0.17897
N 1.05182 0.89630 0.01136
C 2.32923 0.88376 -0.08814
C 2.67284 -0.54491 -0.18396
N 1.71839 -1.37466 0.07646
H -3.31381 -0.74926 -0.67772
H -2.91110 -0.84113 0.99600
H -3.36520 0.89277 0.15715
H -1.20987 0.99948 0.34367
H 3.22504 1.59043 -0.19343
H 3.82834 -0.70269 -0.00424
```

## Properties
total charge	0
SMILES string	CNN=C1N=CC=N1
HOMO	-0.3272	Eh

Tell me which of them is the least stable. Sure, it is entry w.

Entry w
Formula: C4H6N4
Source: the Open Molecules 2025 dataset
Level of theory: ωB97M-V/def2-TZVPD

The geometry in XYZ format:
```
14
Properties=species:S:1:pos:R:3
C -0.37587 1.65815 0.80521
N -0.13311 2.14682 -0.37610
N 0.30866 1.19338 -1.19322
N 0.00814 -0.12726 -0.59659
C 0.60329 -1.35204 -0.70870
C -0.13338 -2.12556 0.37982
N -0.30741 -1.02528 1.42665
C -0.13489 0.12572 0.72241
H -0.47568 2.20322 1.71079
H -0.10206 1.36127 -2.03736
H 1.73051 -1.52841 -0.42690
H 0.63554 -1.81255 -1.78532
H -1.10784 -2.36855 -0.02611
H 0.43078 -3.00632 0.54721
```

## Properties
total charge	0
SMILES string	C1=NNN2CCN=C12
HOMO	-0.3025	Eh

Entry x
Formula: C4H6N4
Source: the Open Molecules 2025 dataset
Level of theory: ωB97M-V/def2-TZVPD

The geometry in XYZ format:
```
14
Properties=species:S:1:pos:R:3
C 1.31520 0.11643 -0.03003
C -1.92794 0.32841 0.16688
C -1.21882 -1.17783 0.03092
C 0.02711 -0.35945 -0.31363
H 2.90332 -0.76952 -1.06128
H 3.24040 0.16862 0.88486
H -2.32365 0.55762 1.22568
H -2.52799 0.71939 -0.67263
H -1.67000 -1.37411 -1.18098
H -0.95562 -1.91792 0.92700
N 2.60412 -0.60223 0.16412
N 1.14320 1.51358 -0.07690
N 0.02629 1.97452 -0.00889
N -0.63563 0.82251 -0.05512
```

## Properties
total charge	0
HOMO	-0.3179	Eh

Tell me which of them is the least stable. Sure, it is entry x.

Entry w
Formula: C4H6N4
Source: the Open Molecules 2025 dataset
Level of theory: ωB97M-V/def2-TZVPD

The geometry in XYZ format:
```
14
Properties=species:S:1:pos:R:3
C -2.27700 0.83797 -0.51554
C 0.10971 0.00584 0.50784
C 1.39024 -0.21985 1.33472
C 1.54612 -0.77975 -0.91640
H -2.99643 -0.41323 -0.71797
H -2.97024 2.00453 -1.05525
H -0.96352 0.70416 -1.15715
H 1.63568 -0.22514 2.38475
H 3.16493 -0.86488 0.25498
H 1.91051 -1.24928 -1.91100
N -2.13535 0.57126 0.93234
N -1.00303 0.47385 1.31443
N 2.20699 -0.63321 0.31235
N 0.38139 -0.21226 -0.76810
```

## Properties
total charge	0
HOMO	-0.2965	Eh

Entry x
Formula: C4H6N4
Source: the Open Molecules 2025 dataset
Level of theory: ωB97M-V/def2-TZVPD

The geometry in XYZ format:
```
14
Properties=species:S:1:pos:R:3
H 2.79157 0.67976 -1.07052
N 2.27676 -0.16103 -0.64864
C 1.26015 0.09483 0.07339
C 0.60125 -1.11342 0.53745
N -0.70254 -1.60504 -0.13276
C -1.75269 -0.91092 -0.39730
N -2.11328 0.50123 -0.20611
C -1.07022 1.29385 0.06165
N 0.29627 1.13829 0.03430
H 1.13390 -1.96712 0.70424
H 0.24695 -0.63844 1.45303
H -2.51395 -1.59359 -0.90518
H -1.55088 2.27765 0.08736
H 1.09670 2.00394 0.40909
```

## Properties
total charge	0
SMILES string	[H]/N=C1/CN=CN=CN1
HOMO	-0.3418	Eh

Entry y
Formula: C4H6N4
Source: the Open Molecules 2025 dataset
Level of theory: ωB97M-V/def2-TZVPD

The geometry in XYZ format:
```
14
Properties=species:S:1:pos:R:3
C -4.28357 0.21645 -0.04885
C -3.09892 -0.09339 -0.11761
C -1.73288 -0.22261 0.06083
N -0.78766 0.65220 0.17588
N 0.49352 0.21019 0.24602
C 1.58147 1.05309 -0.00984
N 2.81376 0.64639 -0.09184
N 3.00367 -0.73250 -0.10388
H -5.36215 0.22394 -0.13980
H -1.39900 -1.22711 -0.05267
H 0.58714 -0.72744 -0.13267
H 1.46422 2.08178 -0.24722
H 3.95898 -0.89136 -0.26950
H 2.76142 -1.18963 0.73115
```

## Properties
total charge	0
SMILES string	C#C/C=N/N/C=N\N
HOMO	-0.3059	Eh

Tell me which of them is the least stable. Sure, it is entry w.

Entry w
Formula: C4H6N4
Source: the Open Molecules 2025 dataset
Level of theory: ωB97M-V/def2-TZVPD

The geometry in XYZ format:
```
14
Properties=species:S:1:pos:R:3
H 3.58596 0.69398 0.69731
N 2.52023 0.66009 0.26760
C 2.15765 -0.58781 0.02937
N 0.87673 -0.99012 -0.41336
C -0.28795 -0.19109 -0.21954
C -1.45903 -0.89864 0.11352
N -2.38517 -1.53851 0.32955
C -0.39663 1.18920 -0.15470
N -1.54864 1.85112 -0.07585
H 2.97358 -1.38003 0.36756
H 0.62865 -1.99944 -0.61083
H 0.44934 1.91438 -0.30150
H -1.57311 2.69795 0.53254
H -2.39067 1.12518 -0.05263
```

## Properties
total charge	0
SMILES string	[H]/N=C/N/C(C#N)=C/N
HOMO	-0.2953	Eh

Entry x
Formula: C4H6N4
Source: the Open Molecules 2025 dataset
Level of theory: ωB97M-V/def2-TZVPD

The geometry in XYZ format:
```
14
Properties=species:S:1:pos:R:3
C -0.64697 -0.24952 -2.04826
C 0.22917 0.11339 0.19966
C -0.51275 0.13259 2.07550
C 1.43037 0.15133 1.24995
H -2.31595 0.41286 -2.79691
H -0.27514 -0.80876 -3.12471
H 1.25015 0.25941 -1.47974
H -1.41872 0.09802 2.92976
H 2.39746 0.74001 1.16421
H 1.54263 -1.21420 1.46773
N -1.91086 0.32558 -1.80229
N 0.35188 -0.16914 -1.10765
N -0.83951 -0.04007 0.72780
N 0.71823 0.24850 2.54496
```

## Properties
total charge	0
HOMO	-0.3346	Eh

Tell me which of them is the least stable. Sure, it is entry x.